9
Properties=species:S:1:pos:R:3:forces:R:3 method="wB97M-V/def2-TZVPD" homo_energy_ev=-11.19 smiles="N#CN(N)[N+](=O)[O-]" charge=0 de_lowest_ev=4.651 orbital_gap_ev=11.32
N 1.474 2.033 -0.295 2.2 3.4 -0.7
N -1.312 0.251 -0.049 -0.3 -0.1 3.0
H -1.756 0.888 0.699 1.7 -1.6 -0.9
O -0.146 -2.245 0.286 -2.0 0.0 -0.2
C 0.877 1.086 -0.232 -1.7 -4.2 1.2
N 0.598 -1.334 0.169 -0.6 0.3 0.4
O 1.768 -1.408 0.233 2.5 1.0 -0.3
N 0.077 0.035 0.064 -1.8 0.8 -0.3
H -1.580 0.693 -0.875 0.1 0.4 -2.1

10
Properties=species:S:1:pos:R:3:forces:R:3 method="wB97M-V/def2-TZVPD" homo_energy_ev="-10.67 / -10.68" charge=0 de_lowest_ev=3.128 orbital_gap_ev="8.38 / 8.38"
O 1.542 2.156 1.510 -0.7 -0.5 -0.9
H -0.023 0.528 -1.508 0.7 -1.8 -1.0
O 0.808 0.214 0.988 -0.4 -1.6 -0.2
N -0.565 -0.513 -0.153 -0.5 0.6 0.8
H 0.576 -1.294 -1.638 -0.7 1.3 0.2
C -1.129 -1.574 0.430 0.7 -0.6 -0.1
O -0.114 1.960 0.090 0.7 0.4 -0.2
N -0.078 -0.525 -1.339 0.4 1.1 0.5
N -1.773 -2.465 0.783 0.2 0.2 0.2
N 0.754 1.514 0.836 -0.4 0.8 0.8

10
Properties=species:S:1:pos:R:3:forces:R:3 method="wB97M-V/def2-TZVPD" homo_energy_ev="-9.60 / -9.45" charge=0 de_lowest_ev=2.808 orbital_gap_ev="8.92 / 8.64"
C -1.013 1.530 0.248 1.6 -1.8 2.0
O -0.711 -0.952 -0.720 0.0 3.4 0.5
O 1.257 0.006 -2.251 0.7 0.1 0.0
H 0.114 0.683 1.716 1.0 1.1 2.5
N -0.357 0.599 0.888 -0.2 -1.8 -1.6
N 1.569 0.297 -1.151 -2.0 -0.2 1.3
H -0.820 -1.887 -0.723 0.8 -1.4 0.8
N 0.200 -0.435 0.239 0.4 -2.9 -2.2
N -1.559 2.286 -0.358 -2.7 3.6 -2.8
O 2.353 1.020 -0.634 0.4 0.0 -0.4

10
Properties=species:S:1:pos:R:3:forces:R:3 method="wB97M-V/def2-TZVPD" homo_energy_ev=-10.67 charge=0 de_lowest_ev=2.485 orbital_gap_ev=10.62
O -0.439 1.919 0.012 0.3 -3.5 -0.8
O -2.232 -0.193 -0.310 -2.7 -0.2 2.4
O 2.445 0.179 -0.264 -2.6 4.0 4.6
H -2.570 -0.191 0.680 1.1 0.1 -2.6
N 0.825 -1.308 -0.013 1.6 1.4 -0.8
N 0.972 0.025 -0.424 6.9 -2.9 1.2
N -0.380 -1.482 0.039 -1.7 -1.7 -0.4
C -0.220 0.699 -0.198 5.6 10.1 0.6
N -0.904 -0.316 -0.335 -8.5 -5.1 0.5
H 2.502 0.668 0.813 0.0 -2.1 -4.8

9
Properties=species:S:1:pos:R:3:forces:R:3 method="wB97M-V/def2-TZVPD" homo_energy_ev=-9.50 smiles="Nn1nnoc1=S" charge=0 de_lowest_ev=2.354 orbital_gap_ev=9.80
N 0.330 1.552 -0.089 -3.1 0.1 1.4
N 1.533 -0.397 0.211 -1.8 -3.1 -2.2
O 0.015 -1.786 -0.120 -3.8 -4.2 -1.2
N 1.268 -1.662 0.024 4.1 3.0 2.0
S -2.238 -0.570 0.080 -4.8 0.7 0.0
H -0.070 1.823 0.955 0.7 -0.4 -3.6
N 0.320 0.169 -0.104 2.9 2.2 1.8
C -0.729 -0.649 -0.128 5.4 -0.8 0.5
H -0.429 1.518 -0.829 0.4 2.5 1.3

8
Properties=species:S:1:pos:R:3:forces:R:3 method="wB97M-V/def2-TZVPD" homo_energy_ev=-7.99 smiles="S=c1nn[nH][nH]1" charge=0 de_lowest_ev=3.151 orbital_gap_ev=7.26
H 0.161 0.269 -2.185 -0.5 1.0 5.0
H -0.184 -1.435 -0.738 1.3 0.7 2.5
N 0.071 0.423 -0.973 0.2 -1.3 -7.6
S 0.195 -1.053 2.456 -0.2 0.6 -0.8
N -0.225 1.093 0.918 -2.4 8.2 -0.2
C 0.032 -0.104 1.050 1.4 -8.1 4.2
N 0.252 -0.627 -0.172 -0.4 -2.8 -4.1
N -0.302 1.435 -0.356 0.6 1.7 1.1

Number 1: strongest force on any atom 4.672 eV/Å. Number 2: strongest force on any atom 2.124 eV/Å. Number 3: strongest force on any atom 5.313 eV/Å. Number 4: strongest force on any atom 11.572 eV/Å. Number 5: strongest force on any atom 5.853 eV/Å. Number 6: strongest force on any atom 9.259 eV/Å.